Entry 1:
74
Properties=species:S:1:pos:R:3:forces:R:3:lowdin_charge:R:1 method="wB97M-V/def2-TZVPD" charge=+2 homo_ha="-0.531 / -0.544" gap_ev="7.34 / 5.97" lumo_ev="-7.1 / -8.8" s_squared=2.0110 multiplicity=3
Pd -0.0098 -1.1490 -2.2352 0.30 -0.79 -0.11 0.43
C 2.9906 -2.1674 -3.6813 0.01 0.07 0.05 -0.01
C 1.7380 -2.6350 -3.0047 0.01 0.13 -0.06 -0.20
C 1.7448 -2.9095 -1.6028 0.05 0.05 -0.08 -0.18
C 3.0259 -2.8353 -0.8304 0.01 0.11 0.01 0.00
C 0.5523 -3.2904 -0.9574 -0.07 0.04 0.15 -0.22
C 0.5319 -3.4861 0.5313 -0.02 0.07 -0.01 -0.02
C -0.6258 -3.5002 -1.7113 -0.07 0.02 -0.11 -0.18
C -1.8452 -4.0748 -1.0571 -0.04 0.09 0.04 0.00
C -0.6333 -3.2253 -3.1141 -0.18 0.01 -0.10 -0.23
C -1.9020 -3.3864 -3.9017 -0.02 0.00 0.04 -0.01
C 0.5634 -2.8528 -3.7701 -0.01 -0.03 -0.24 -0.23
C 0.6077 -2.7687 -5.2742 0.02 0.08 0.03 0.00
H 3.6003 -1.5590 -3.0179 0.01 -0.01 0.00 0.09
H 2.7722 -1.5816 -4.5695 0.00 0.00 -0.01 0.09
H 3.5918 -3.0295 -3.9878 0.00 0.01 0.00 0.13
H 3.8809 -3.0585 -1.4628 0.00 0.00 0.00 0.10
H 3.0226 -3.5437 -0.0061 0.00 0.00 0.00 0.10
H 3.1756 -1.8365 -0.4072 0.00 -0.02 -0.01 0.11
H 0.7906 -4.5180 0.7861 0.00 0.01 0.00 0.12
H -0.4514 -3.2745 0.9445 0.01 -0.01 -0.01 0.09
H 1.2442 -2.8296 1.0249 0.00 -0.01 -0.01 0.07
H -2.4345 -4.6518 -1.7645 0.00 0.00 0.00 0.09
H -2.4900 -3.2908 -0.6479 0.01 -0.01 -0.01 0.12
H -1.5668 -4.7304 -0.2358 0.00 0.00 0.00 0.10
H -2.0003 -4.4185 -4.2522 0.00 0.01 0.00 0.12
H -1.9154 -2.7369 -4.7722 0.00 0.01 -0.01 0.09
H -2.7771 -3.1572 -3.2987 0.00 0.00 0.00 0.09
H -0.1126 -3.4495 -5.7192 0.00 0.00 0.00 0.09
H 1.5915 -3.0445 -5.6452 0.00 0.00 0.00 0.10
H 0.3860 -1.7628 -5.6391 0.00 0.00 0.01 0.10
C 1.0480 3.5262 -0.2530 -0.03 0.12 0.05 -0.10
C -0.1192 3.5813 0.7492 0.07 0.07 -0.13 -0.62
C 0.1488 4.7011 1.7847 -0.01 0.02 -0.03 -0.06
C -1.3760 3.9426 -0.0550 0.04 0.12 0.02 -0.09
Si -0.3363 2.0058 1.7547 0.00 -0.27 -0.32 0.77
Br -0.0661 0.1836 -0.1355 0.04 0.31 0.64 0.38
C 1.1008 1.4632 2.8483 0.15 -0.11 -0.10 -0.62
C 1.2128 -0.0596 3.0469 0.01 0.07 0.11 -0.11
C 0.8565 2.1450 4.2155 0.04 -0.04 0.03 -0.06
C 2.4537 1.9295 2.2875 0.05 -0.01 0.14 -0.09
C -2.0750 1.5581 2.3194 -0.08 -0.11 -0.09 -0.63
C -2.0972 0.2645 3.1469 -0.10 0.07 0.07 -0.09
C -3.0734 1.3641 1.1638 -0.08 0.02 0.13 -0.10
C -2.5347 2.7398 3.2064 -0.06 -0.04 0.01 -0.06
H 1.1274 4.5056 -0.7350 -0.01 -0.04 0.01 0.10
H 0.8700 2.7869 -1.0351 0.01 0.02 0.01 0.00
H 2.0082 3.3118 0.2054 0.01 0.01 0.00 0.06
H 0.1836 5.6573 1.2546 0.00 -0.02 0.03 0.10
H 1.1015 4.5763 2.3001 -0.01 0.02 -0.05 0.07
H -0.6363 4.7765 2.5416 0.01 0.02 -0.06 0.08
H -1.1745 4.8694 -0.6009 -0.02 -0.03 0.01 0.10
H -2.2466 4.1242 0.5734 0.00 0.00 -0.02 0.07
H -1.6269 3.1744 -0.7902 -0.01 0.01 0.03 0.04
H 0.3143 -0.5149 3.4527 0.00 -0.01 0.01 0.06
H 2.0250 -0.2481 3.7556 -0.02 0.00 -0.03 0.10
H 1.4618 -0.5643 2.1118 0.03 0.02 0.04 0.02
H -0.0246 1.7541 4.7254 0.04 -0.01 0.00 0.07
H 0.7500 3.2295 4.1377 0.04 -0.03 0.01 0.08
H 1.7211 1.9477 4.8561 -0.03 0.02 -0.01 0.10
H 2.6539 1.5066 1.3004 -0.01 0.01 0.03 0.08
H 3.2422 1.5801 2.9612 -0.03 0.02 -0.02 0.10
H 2.5397 3.0132 2.2306 0.01 -0.01 -0.01 0.07
H -1.7414 -0.5930 2.5709 -0.01 0.02 0.01 0.07
H -3.1324 0.0611 3.4365 0.03 0.00 -0.01 0.10
H -1.5168 0.3386 4.0653 -0.01 -0.02 -0.01 0.07
H -2.8105 0.5045 0.5461 -0.02 0.01 0.03 0.04
H -3.1696 2.2329 0.5208 -0.01 0.02 -0.01 0.06
H -4.0592 1.1700 1.5976 0.03 0.00 -0.01 0.10
H -1.8489 2.9458 4.0315 -0.04 -0.03 -0.01 0.08
H -3.5033 2.4839 3.6454 0.03 0.02 -0.01 0.10
H -2.6663 3.6611 2.6378 -0.02 -0.03 0.01 0.07
I -0.7512 1.2781 -3.2737 -0.08 0.16 -0.07 0.29
I -1.2786 1.8402 -5.8236 0.05 -0.19 0.01 0.22


Entry 2:
14
Properties=species:S:1:pos:R:3:forces:R:3:lowdin_charge:R:1 method="wB97M-V/def2-TZVPD" charge=+1 homo_ha="-0.457 / -0.569" gap_ev="7.70 / 6.71" lumo_ev="-4.7 / -8.8" s_squared=2.0079 multiplicity=3
C -2.1147 -1.1616 -0.6327 -4.98 -2.66 -1.48 0.20
C 0.9285 0.0070 0.1607 3.62 0.88 0.66 0.04
C -0.2153 -0.6104 -0.1606 -2.41 -1.65 -2.85 -0.03
C 2.2597 -0.7146 0.2825 -2.00 -2.03 2.36 -0.01
C -1.9061 1.2901 -0.0251 -0.82 0.28 -0.68 0.01
N -1.5230 -0.0831 -0.3341 5.27 0.29 1.96 -0.23
H 0.9057 1.1088 0.1573 0.29 -0.46 0.41 0.15
H -0.2405 -1.6326 -0.6947 0.53 1.28 1.58 0.15
H 2.4014 -1.7053 -0.2016 -0.76 0.73 -0.28 0.12
H 2.5211 -1.0762 1.3782 -0.84 1.09 -1.51 0.17
H 3.0089 -0.0681 0.0292 2.06 1.67 -0.66 0.05
H -1.7491 1.7944 -1.0437 -0.33 0.02 1.87 0.14
H -1.2833 1.6476 0.8401 -0.72 -0.03 -1.11 0.12
H -2.9933 1.2042 0.2445 1.07 0.60 -0.28 0.12


Entry 3:
33
Properties=species:S:1:pos:R:3:forces:R:3:lowdin_charge:R:1 method="wB97M-V/def2-TZVPD" charge=-2 homo_ha="-0.005 / -0.005" gap_ev="4.36 / 4.36" lumo_ev="4.2 / 4.2" s_squared=1.2069 multiplicity=2
Co 0.6580 0.3226 -1.3363 0.33 0.53 -0.38 0.28
O -1.0226 -3.2954 -1.9212 -0.23 -0.38 0.13 0.12
C -0.3235 -2.2094 -1.5837 0.22 -0.86 -0.42 -0.51
O -0.4676 -1.1812 -2.2053 -0.44 1.10 -0.08 -0.05
C 0.5548 -2.3075 -0.4211 0.39 -0.37 0.63 -0.21
C 0.6769 -3.3254 0.5237 -0.23 -0.01 -0.36 0.01
C 1.4500 -3.0691 1.6392 0.12 -0.04 0.20 -0.05
C 2.0630 -1.8308 1.8236 0.00 -0.10 0.06 0.01
C 1.9036 -0.8865 0.8353 0.00 0.20 -0.27 -0.17
N 1.2082 -1.1771 -0.2530 -0.13 0.20 0.30 0.05
C 2.3622 0.5742 0.8553 0.21 0.07 0.00 -0.58
O 3.1123 0.9392 1.7579 -0.12 -0.06 -0.01 0.01
O 1.8836 1.2794 -0.0973 -0.09 -0.03 0.02 -0.09
H -1.5191 -3.0293 -2.7084 0.01 -0.05 -0.05 0.13
H 0.1520 -4.2616 0.3951 0.02 -0.01 -0.01 0.11
H 1.5461 -3.8323 2.4025 0.02 -0.02 -0.01 0.10
H 2.6373 -1.5877 2.7058 -0.01 0.01 0.00 0.11
Cl -3.4449 5.5309 1.8585 0.00 0.01 0.01 0.57
C -2.7403 4.0141 1.3227 0.00 -0.02 -0.03 -0.70
C -2.0401 3.9637 0.1269 -0.04 -0.03 0.06 -0.16
C -1.4984 2.7640 -0.2787 0.10 -0.11 -0.01 -0.54
Cl -0.6570 2.6681 -1.7958 -0.11 0.20 -0.01 0.75
C -1.5611 1.5473 0.4721 -0.06 0.10 0.09 -0.49
O -1.0069 0.4639 0.1232 0.06 0.02 -0.22 -0.11
C -2.3372 1.6886 1.6631 0.08 -0.08 -0.04 -0.58
Cl -2.5672 0.2606 2.6398 0.03 0.00 0.02 0.63
C -2.8996 2.8741 2.0908 0.00 0.04 -0.02 -0.17
H -1.9116 4.8496 -0.4796 -0.03 -0.02 -0.02 0.10
H -3.4494 2.9055 3.0214 -0.01 0.00 -0.01 0.09
S 1.7534 0.7992 -3.4352 -0.19 -0.32 0.56 -0.03
S 1.4291 -0.9736 -4.3977 0.12 0.15 -0.46 -0.17
S 2.3522 -2.5815 -3.3101 -0.64 -0.28 0.06 -0.25
S 3.7038 -1.8963 -2.0335 0.58 0.16 0.28 -0.20


Entry 4:
99
Properties=species:S:1:pos:R:3:forces:R:3:lowdin_charge:R:1 method="wB97M-V/def2-TZVPD" homo_ha=-0.220 gap_ev=4.40 lumo_ev=-1.6
Pd 0.2751 -0.2619 0.1497 -1.86 -1.64 1.21 0.89
C -0.0433 -2.5679 -0.0802 2.31 0.88 0.73 -0.07
C -1.1664 -2.1603 -0.8321 -0.66 1.62 -2.72 -0.14
C -0.6608 -1.4730 -2.0207 -1.81 -1.61 1.04 -0.14
C 0.7400 -1.4292 -1.8828 0.79 -0.05 1.32 -0.07
C 1.1525 -2.1196 -0.7180 0.04 -1.42 -0.72 -0.30
C 2.5937 -2.3724 -0.3370 0.02 0.23 0.16 -0.55
C 3.4618 -2.5013 -1.5954 -0.10 -0.02 0.24 -0.05
C 3.0750 -1.1594 0.4835 0.26 -0.20 0.01 -0.06
C 2.7386 -3.6558 0.4871 -0.06 0.24 -0.20 -0.05
C -1.2665 -0.9459 -3.3142 -0.21 0.44 -0.02 -0.52
C -2.5937 -1.5669 -3.7612 0.19 0.05 0.13 -0.06
C -1.4287 0.5772 -3.1887 0.09 -0.13 -0.19 -0.04
C -0.2867 -1.2369 -4.4720 -0.15 0.06 0.12 -0.06
C -2.5834 -2.3134 -0.3071 -0.07 0.17 0.08 -0.53
C -2.5672 -2.7284 1.1709 0.04 0.18 -0.23 -0.07
C -3.2478 -0.9258 -0.3502 0.10 0.01 0.14 -0.04
C -3.3845 -3.3957 -1.0444 0.10 0.20 0.05 -0.03
H -0.0725 -3.2575 0.7444 -0.01 0.08 0.20 0.10
H 1.4158 -0.9983 -2.5976 0.05 0.16 0.02 0.11
H 3.5262 -1.5545 -2.1239 0.00 0.11 -0.12 0.08
H 3.0539 -3.2528 -2.2680 -0.03 -0.07 -0.10 0.09
H 4.4706 -2.8003 -1.3183 0.17 0.00 0.02 0.08
H 2.9571 -0.2330 -0.0958 0.03 -0.21 0.19 0.08
H 4.1251 -1.2710 0.7530 0.24 0.01 0.07 0.08
H 2.4881 -1.0833 1.4076 0.16 0.02 -0.29 0.05
H 2.3402 -4.5063 -0.0627 -0.06 -0.11 -0.03 0.09
H 2.2217 -3.5840 1.4404 -0.13 0.01 0.15 0.07
H 3.7904 -3.8449 0.6880 0.15 -0.03 0.09 0.08
H -3.4168 -1.3544 -3.0903 -0.09 -0.06 0.08 0.05
H -2.4873 -2.6426 -3.8841 -0.07 -0.15 0.01 0.09
H -2.8598 -1.1458 -4.7300 -0.02 0.04 -0.08 0.08
H -2.1153 0.8407 -2.3855 -0.05 0.01 0.06 0.08
H -1.8110 0.9929 -4.1194 -0.11 0.10 -0.17 0.09
H -0.4716 1.0498 -2.9801 -0.04 -0.01 0.03 0.06
H 0.0352 -2.2767 -4.4467 0.06 -0.09 -0.04 0.09
H 0.5859 -0.5930 -4.4403 0.15 0.05 0.02 0.08
H -0.7856 -1.0579 -5.4217 -0.04 0.06 -0.13 0.08
H -2.0262 -1.9830 1.7470 0.04 -0.03 0.08 0.04
H -2.1104 -3.7044 1.3123 0.11 -0.11 0.09 0.09
H -3.5874 -2.7856 1.5452 -0.14 0.00 0.01 0.09
H -2.5329 -0.1797 0.0383 -0.31 -0.22 -0.11 0.07
H -4.1418 -0.9074 0.2699 -0.22 -0.03 0.07 0.08
H -3.5300 -0.6364 -1.3550 0.02 0.12 -0.08 0.05
H -2.8655 -4.3486 -0.9575 0.02 -0.12 0.00 0.09
H -3.5219 -3.1810 -2.0946 -0.01 0.01 -0.12 0.05
H -4.3647 -3.4986 -0.5832 -0.17 -0.04 0.04 0.08
C -1.1341 7.3906 0.8205 0.23 -0.20 -0.03 -0.01
C 0.3391 6.9736 0.8451 -0.10 1.20 -0.27 -0.31
C 1.1686 7.7598 1.8565 -0.05 -0.13 0.03 -0.13
C 0.6901 7.4714 3.2703 0.04 0.15 -0.09 -0.13
C 0.5660 5.9900 3.4960 -0.01 0.38 1.46 -0.12
C 0.5351 5.5249 4.8148 0.01 0.43 -1.22 0.07
C 0.4323 4.1716 5.0320 -0.06 -1.23 -0.05 -0.22
F 0.3805 3.7110 6.3049 0.03 0.32 -0.51 0.08
C 0.4070 3.2565 3.9991 0.07 0.37 0.45 0.10
C 0.4750 3.6831 2.6646 -0.37 0.61 0.41 -0.02
C 0.5365 2.7722 1.5665 0.66 -1.31 -0.48 -0.06
O 0.8203 1.4210 1.7915 0.75 4.30 -0.13 -0.12
C 0.4670 3.3168 0.2605 0.13 -1.58 0.97 0.02
C 0.4055 4.6722 0.1028 0.04 1.56 1.34 0.08
N 0.4570 5.5571 1.1294 -0.01 -1.73 -0.83 0.03
C 0.4949 5.0939 2.4318 -0.03 -0.75 -0.36 -0.06
C 0.4900 2.5578 -1.0641 0.47 -1.00 -1.03 -0.62
O 0.0997 3.1624 -2.0597 -0.24 0.89 0.25 0.02
O 0.9803 1.3913 -1.0918 0.10 0.78 0.98 -0.09
H -1.2147 8.4642 0.6705 -0.01 0.09 0.01 0.09
H -1.6294 7.1189 1.7482 -0.10 0.02 0.13 0.09
H -1.6489 6.8897 0.0040 -0.07 -0.04 -0.05 0.09
H 0.7546 7.1454 -0.1536 0.01 -0.19 0.16 0.15
H 1.1043 8.8267 1.6404 0.04 -0.07 -0.08 0.13
H 2.2119 7.4481 1.7644 0.02 0.10 -0.05 0.13
H -0.2721 7.9579 3.4612 0.06 -0.01 -0.02 0.13
H 1.4036 7.8837 3.9889 -0.13 -0.03 -0.02 0.13
H 0.5795 6.2128 5.6433 0.04 0.10 0.10 0.14
H 0.3066 2.2191 4.2429 0.06 -0.15 -0.02 0.09
H 0.3346 5.0785 -0.8934 -0.04 0.00 -0.17 0.15
C -0.0156 -1.7402 3.4750 0.05 0.12 -0.14 -0.03
C 0.1618 -0.2125 3.5927 0.07 -0.08 -0.14 -0.46
C 1.6312 -0.0048 3.9872 -0.20 0.08 -0.07 -0.03
C -0.1764 0.5208 2.2615 -0.56 -1.33 -2.03 -0.14
C -0.8408 0.2400 4.6538 0.21 -0.06 0.22 -0.20
C -0.4677 0.6464 5.9289 -0.05 -0.09 -0.10 -0.05
C -1.4127 1.0630 6.8514 -0.09 0.03 0.10 -0.08
C -2.7550 1.0690 6.5260 0.02 0.05 0.19 -0.09
C -3.1459 0.6338 5.2723 -0.11 -0.02 -0.08 -0.07
C -2.2022 0.2169 4.3549 -0.10 0.04 -0.05 -0.04
H 0.4457 -2.0966 2.5556 -0.02 -0.02 -0.01 0.05
H -1.0655 -2.0099 3.4881 -0.05 -0.13 -0.10 0.07
H 0.4603 -2.2257 4.3259 -0.01 -0.03 0.12 0.09
H 2.2722 -0.4274 3.2181 0.03 0.03 -0.02 0.07
H 1.8486 -0.5265 4.9176 -0.01 -0.02 0.04 0.09
H 1.9028 1.0395 4.1005 0.12 0.11 0.04 0.08
H -1.1510 1.0245 2.2945 0.32 -0.07 -0.02 0.10
H 0.5678 0.6542 6.2225 0.24 0.03 -0.02 0.11
H -1.0881 1.3926 7.8255 0.03 0.04 0.16 0.10
H -3.4900 1.3971 7.2453 -0.07 0.04 0.06 0.10
H -4.1930 0.6218 5.0080 -0.10 -0.03 -0.04 0.10
H -2.5424 -0.1268 3.3874 0.02 -0.05 -0.11 0.11


Entry 5:
19
Properties=species:S:1:pos:R:3:forces:R:3:lowdin_charge:R:1 method="wB97M-V/def2-TZVPD" homo_ha="-0.275 / -0.261" gap_ev="8.27 / 7.86" lumo_ev="0.8 / 0.7"
C 0.6909 -0.6200 -0.8980 2.16 -2.78 -1.21 -0.21
C -0.5641 -0.9345 -0.2098 -2.78 1.33 0.79 -0.17
C 1.5195 0.5781 -0.3887 -0.48 -0.91 -0.17 -0.36
C -1.3523 0.3107 0.0770 5.10 0.20 -0.70 -0.30
C 2.2482 0.0465 0.9718 -0.83 -1.61 -1.60 -0.05
C -2.7495 0.4809 0.2157 0.09 3.86 -1.39 -0.01
N 0.6258 1.7509 -0.2268 1.53 -0.63 0.14 0.01
O -0.6474 1.4097 0.0262 -1.90 -0.04 0.24 -0.06
H 1.2968 -1.5709 -0.7433 -0.19 1.12 -0.25 0.13
H 0.4324 -0.7468 -1.9767 0.64 1.19 0.46 0.13
H -1.2076 -1.5157 -0.8530 -0.15 -0.62 -0.16 0.12
H -0.5226 -1.4371 0.7271 0.54 -0.85 0.86 0.11
H 2.2295 0.8081 -1.2369 -0.41 0.14 1.31 0.14
H 2.5507 0.8382 1.6281 0.31 0.46 0.14 0.04
H 3.1340 -0.6962 0.7421 -1.74 1.57 0.35 0.10
H 1.4273 -0.5446 1.4962 1.20 0.62 -0.37 0.07
H -2.7810 1.6282 0.0060 -1.00 -1.91 0.33 0.15
H -3.1015 0.3066 1.1699 -1.00 -0.58 2.05 0.06
H -3.2291 -0.0922 -0.5270 -1.08 -0.56 -0.80 0.08


Number 1: E_tot -123206.888 eV, molar mass 801.8 g/mol, largest force on an atom 0.8 eV/A. Number 2: E_tot -6790.014 eV, molar mass 82.1 g/mol, largest force on an atom 5.8 eV/A. Number 3: E_tot -143845.348 eV, molar mass 549.8 g/mol, largest force on an atom 1.2 eV/A. Number 4: E_tot -57188.455 eV, molar mass 732.3 g/mol, largest force on an atom 4.4 eV/A. Number 5: E_tot -9932.906 eV, molar mass 113.2 g/mol, largest force on an atom 5.2 eV/A.